{
  "formula": "C30H26BrN10O5S5Ta",
  "method": "wB97M-V/def2-TZVPD",
  "symbols": ["C", "C", "C", "H", "C", "C", "H", "C", "C", "O", "H", "H", "S", "C", "H", "H", "N", "H", "C", "C", "C", "H", "Br", "C", "C", "C", "N", "H", "O", "C", "C", "H", "H", "C", "C", "S", "N", "H", "C", "H", "C", "C", "C", "H", "N", "H", "N", "H", "H", "H", "O", "O", "H", "N", "H", "H", "C", "O", "N", "C", "C", "H", "H", "N", "S", "H", "S", "C", "H", "Ta", "C", "S", "C", "N", "H", "C", "N", "C"],
  "coordinates": [[1.72709, 0.26746, -4.90071], [0.23228, 3.52500, 4.23258], [3.28012, 3.82562, 1.24091], [4.38261, 1.96663, 2.56382], [2.54225, -2.41453, 0.39171], [-0.33847, 2.91712, -0.35660], [-7.59714, -1.98735, 1.16276], [-6.56249, -2.10600, 1.45190], [3.71452, -2.21562, -2.07968], [-5.38057, -4.92439, -1.12478], [5.18775, -3.60895, -1.31419], [2.63827, 4.41844, 1.89949], [-0.40364, -3.02405, -0.16957], [-0.99858, 4.13161, 3.94945], [-2.14617, 1.67961, 2.11214], [2.99598, 0.89117, 2.64621], [1.97815, -1.63268, -0.51248], [-1.84033, 4.08628, -1.10700], [-6.17087, -3.18573, 2.23042], [-4.83792, -3.36010, 2.57229], [1.89437, -0.65144, -2.67755], [2.04306, -2.48371, 1.35302], [-6.18952, 0.21436, -0.10888], [3.54600, -1.32499, -4.34617], [-4.27600, -1.33340, 1.38808], [-1.85478, 3.41022, 3.16748], [1.43642, 0.77793, 0.40688], [-1.98834, 1.90997, -0.44752], [5.59379, -2.98901, -4.99309], [-3.23259, -0.35154, 1.04565], [-2.01211, -3.24619, -0.72843], [4.29317, 3.88524, 1.62288], [-1.24823, 5.11653, 4.31145], [-4.39781, -4.25733, -1.14890], [0.67448, 1.02954, -4.45969], [-0.00414, -0.03045, 2.76377], [-1.51117, 2.18038, 2.75268], [2.06136, 0.32261, -5.92899], [1.76977, 2.02491, 0.55648], [-2.82406, 3.77766, 2.85753], [0.27685, 0.91259, -3.12826], [3.70194, -3.14348, 0.13538], [4.28960, -3.05209, -1.10189], [1.37352, 3.94822, -0.00847], [2.86976, 2.42648, 1.20739], [3.29717, 4.26405, 0.24055], [0.97924, 3.02350, 0.01876], [2.09102, 0.18549, 0.89478], [0.14606, 1.70100, -5.12077], [4.11469, -3.78542, 0.90037], [-2.04180, -0.85097, 0.75380], [-3.38838, 0.86200, 1.07067], [3.92594, -1.27424, -5.35849], [0.84767, 0.08796, -2.26410], [-6.91359, -3.89723, 2.56466], [-2.85201, -2.56411, 2.41069], [3.64380, 1.44594, 1.96424], [6.36616, -2.68726, -2.99445], [0.55792, 2.31696, 3.81361], [-3.89507, -2.44619, 2.14298], [-5.62328, -1.17882, 1.03830], [-0.55118, 1.49923, -2.74952], [-0.33889, 4.90270, -0.95120], [5.49168, -2.64538, -3.83909], [-4.27698, -2.70633, -2.03184], [-4.53123, -4.21101, 3.16489], [-1.89545, -0.90319, -2.10984], [-0.33096, 1.59805, 3.10748], [0.98110, 4.04585, 4.82037], [-0.38796, -0.53047, -0.10052], [2.38145, -0.58110, -3.99353], [-2.87027, -4.71393, -0.34615], [-2.65200, -2.33396, -1.52737], [-0.87580, 4.06262, -0.82631], [4.17633, 0.75247, 1.30578], [2.53678, -1.52466, -1.73135], [-1.00306, 1.81920, -0.22288], [4.20271, -2.05532, -3.42402]],
  "mulliken_charge": [-0.824, -0.184, -1.159, 0.372, -0.317, -0.033, 0.463, -0.537, 0.545, -0.520, 0.599, 0.373, -0.430, -0.750, -0.048, 0.366, 0.376, 0.236, -0.570, -0.805, -0.605, 0.659, -0.104, -0.858, 0.397, -0.068, 0.437, 0.041, -0.543, 0.482, 0.323, 0.336, 0.457, 0.664, -1.373, -0.350, 0.402, 0.501, -0.269, 0.469, -0.111, -1.387, -0.662, 0.268, 0.194, 0.418, 0.220, -0.098, 0.494, 0.478, 1.311, -0.874, 0.567, 0.540, 0.423, 0.403, -1.051, -0.552, -0.431, -0.387, 0.370, 0.608, 0.163, 0.958, -0.054, 0.438, -0.322, 0.599, 0.476, -0.678, 1.018, -0.093, 0.122, -0.331, 0.333, 0.117, 0.218, 0.145],
  "e_homo_ev": [-12.53, -12.53],
  "charge": 2,
  "e_above_lowest_kj_mol": 224.5,
  "orbital_gap_ev": [6.11, 6.11]
}

***

{
  "formula": "C30H26Cl2PPd",
  "method": "wB97M-V/def2-TZVPD",
  "symbols": ["H", "C", "H", "H", "C", "H", "C", "H", "C", "C", "C", "H", "P", "H", "C", "C", "C", "C", "H", "C", "H", "C", "C", "H", "C", "C", "H", "H", "Cl", "H", "H", "C", "C", "C", "C", "C", "C", "H", "H", "C", "C", "H", "H", "H", "H", "C", "C", "H", "H", "C", "H", "C", "C", "Pd", "H", "H", "C", "Cl", "H", "C"],
  "coordinates": [[-3.68280, 0.74786, 4.96497], [0.41992, -1.95128, 0.07794], [-1.80989, 1.70694, 6.33584], [0.89835, 5.66043, -4.56151], [1.11392, 3.54276, -4.94544], [-3.54185, 0.77261, 2.47650], [0.42021, 2.07212, -3.16360], [-5.15617, -1.17886, -4.27946], [-1.49291, 1.70105, 0.98704], [0.94295, -1.52857, -4.40998], [-0.52624, 2.16660, 3.23455], [1.71439, -2.86761, -5.90015], [0.06348, 0.41759, -2.58218], [-2.27368, 1.95916, -3.56342], [-1.61975, 1.74078, 2.43578], [-4.16762, -0.86243, -3.93931], [-1.75350, 1.68796, 5.25206], [0.94706, 2.24518, -4.44929], [-1.30673, -2.14960, -2.59698], [-0.96942, -1.92945, 0.39750], [-1.75755, -2.17059, -0.29497], [-2.53644, 0.89853, -3.57452], [3.24373, -2.30715, -4.47695], [1.21386, 1.37360, -5.04583], [1.14910, -1.56054, 1.24566], [1.94904, -2.29067, -5.00812], [4.03086, -2.87775, -4.97285], [2.21148, -1.35999, 1.22973], [0.95574, 2.60652, 2.49866], [-0.01405, 3.01730, -1.26821], [-0.06886, -1.53794, -4.81398], [-0.60857, 2.20175, 4.61774], [-3.27514, -1.80102, -3.40913], [-2.80026, 1.16673, 4.48586], [-1.10160, -1.53809, 1.76436], [-2.73746, 1.18836, 3.09387], [0.33508, 4.46888, -2.83970], [-4.48954, 1.21706, -4.42802], [0.08833, 5.33448, -2.22482], [2.52492, -0.84911, -2.69920], [-3.79307, 0.48418, -4.02157], [0.42940, -0.95703, 3.29850], [-0.95566, 2.54584, 0.53738], [4.52418, -1.62110, -2.87128], [0.22635, 2.62038, 5.17484], [0.20528, 3.18400, -2.32583], [0.78834, 4.65133, -4.15519], [1.49417, 3.67924, -5.95641], [-3.57358, -2.84410, -3.30673], [3.52631, -1.59499, -3.30639], [0.84046, -2.24409, -0.87872], [-1.60103, -0.06201, -3.13626], [1.24812, -0.74837, -3.28076], [-0.12495, -0.10080, 0.72667], [-2.05003, -1.37540, 2.26400], [-2.38025, 1.38715, 0.43491], [0.20642, -1.33693, 2.30480], [1.94283, 1.23102, -0.31391], [2.72351, -0.30813, -1.76965], [-1.99820, -1.40839, -3.00673]],
  "lowdin_spin": [-0.003, 0.170, 0.008, 0.000, 0.003, 0.003, 0.043, 0.003, 0.421, 0.025, 0.123, 0.000, 0.429, 0.002, 0.088, 0.049, 0.149, 0.014, 0.001, 0.163, 0.013, 0.042, 0.021, 0.000, 0.169, 0.000, 0.001, 0.007, 0.041, 0.000, 0.001, -0.019, -0.004, -0.005, 0.158, 0.109, 0.000, -0.001, 0.000, 0.016, -0.004, 0.011, 0.024, -0.001, -0.003, 0.004, 0.003, 0.001, -0.001, -0.002, 0.010, 0.059, 0.043, 1.037, 0.009, 0.029, 0.169, 0.336, 0.000, 0.040],
  "e_homo_ev": [-9.37, -11.69],
  "charge": 1,
  "spin_multiplicity": 5,
  "orbital_gap_ev": [7.22, 6.15],
  "s2": 6.04
}

***

{
  "formula": "C30H26ClN3ORb",
  "method": "wB97M-V/def2-TZVPD",
  "symbols": ["N", "H", "H", "H", "H", "C", "H", "C", "H", "C", "C", "H", "C", "H", "H", "H", "C", "H", "C", "H", "H", "H", "C", "C", "C", "C", "C", "C", "C", "C", "C", "N", "H", "H", "H", "C", "H", "C", "C", "H", "H", "Cl", "H", "Rb", "C", "H", "H", "N", "H", "C", "C", "O", "C", "H", "C", "C", "C", "C", "C", "C", "C", "H"],
  "coordinates": [[-0.49637, -2.54201, -0.47892], [2.62082, -1.99666, -0.71722], [4.41744, 3.36840, -2.47689], [1.86071, -1.66066, 2.92017], [5.04173, -2.36788, -1.10560], [3.37307, 1.09241, -1.46595], [-3.36958, -1.44169, -0.24296], [0.80860, -1.56322, 3.15038], [0.64322, -8.49136, -0.52635], [-3.14824, -0.38192, -0.25674], [0.27502, -3.28317, 0.31275], [-1.68665, -1.10392, 4.04901], [-1.12401, -3.14444, -1.48414], [-1.73462, -2.51017, -2.11625], [3.37435, 5.54357, -2.74810], [-1.55823, -4.95824, -2.56576], [2.80542, 4.72262, -2.32605], [5.35842, 1.81715, -1.92692], [4.61200, -1.38157, -1.21599], [-2.89653, 2.26465, 1.83290], [-3.44384, -0.13318, 1.85963], [-2.68444, 1.01587, 4.65304], [-3.20877, 0.35172, 0.92124], [0.44376, -4.65058, 0.12964], [1.48090, 4.89200, -1.94322], [-0.94229, 2.20964, 4.20591], [4.75876, 0.95639, -1.67784], [-2.50757, 2.31862, -0.27517], [-0.14243, -6.75687, -1.21038], [-1.09258, -0.19832, 3.96820], [0.78004, 3.81472, -1.41955], [0.67936, -7.49279, -0.41662], [-0.25844, 4.01204, -1.14380], [-2.21998, 3.36154, -0.27326], [0.96393, 3.02452, 3.60053], [-1.65477, 1.00684, 4.30706], [6.44046, -0.36145, -1.71791], [0.36555, 2.13162, 3.73750], [5.37247, -0.27130, -1.55505], [1.09526, -5.17256, 0.81787], [1.00036, 5.86005, -2.05964], [2.56139, 0.93186, 2.72954], [-1.38561, 3.16037, 4.46709], [0.21403, 0.32911, 0.52489], [-2.43187, 1.58435, -1.45018], [-2.70209, -0.33339, -2.35936], [1.06021, -7.12251, 0.43341], [2.66163, 0.01312, -1.11230], [-2.07609, 2.05451, -2.35725], [3.26330, -1.16669, -1.00285], [1.30025, 2.51774, -1.22807], [-0.77786, -7.25411, -2.11999], [-2.76676, 0.23704, -1.44095], [0.74982, -2.76071, 1.13872], [-1.02691, -4.50325, -1.74295], [3.38735, 3.47867, -2.16056], [0.26701, -0.34484, 3.51627], [0.93172, 0.91874, 3.41295], [2.65806, 2.40747, -1.61877], [-2.89995, 1.70458, 0.90611], [-0.22411, -5.27461, -0.91559], [0.22527, -2.46037, 3.32233]],
  "mulliken_charge": [0.158, 0.258, 0.162, 0.413, 0.388, 0.277, 0.358, -2.040, 0.246, -0.191, -0.723, 0.308, -0.187, 0.292, 0.360, 0.478, -0.699, 0.244, -0.771, 0.294, 0.298, 0.358, -0.329, -0.809, -0.732, -0.632, -0.736, -0.356, 0.270, -0.383, -0.248, -0.326, -0.017, 0.325, 0.386, -0.612, 0.396, -0.339, -0.430, 0.202, 0.361, -0.189, 0.394, 0.912, -0.258, 0.292, 0.180, 0.050, 0.287, 0.005, -0.051, -0.639, -0.378, 0.422, -0.790, -0.764, 0.708, 0.410, 1.035, -0.319, 1.148, 0.272],
  "e_homo_ev": -2.90,
  "charge": -1,
  "orbital_gap_ev": 4.83
}

***

| no. | calculated total energy (hartree) |
| --- | --- |
| 1 | -6704.1886 |
| 2 | -2548.0034 |
| 3 | -1882.5889 |